# 1
Molecular formula: C3H6N4O4S6Sr
Method: DFT, the ωB97M-V functional and the def2-TZVPD basis

The geometry in XYZ format:
```
24
Properties=species:S:1:pos:R:3:forces:R:3:mulliken_charge:R:1
Sr 1.62282 -0.29041 -0.58939 0.04 -0.10 0.03 1.544
C -3.05632 3.02605 0.79817 0.11 -0.02 -0.04 -1.127
C -3.42177 1.72726 0.19218 0.10 -0.07 0.00 1.124
N -4.28819 1.54548 -0.75873 -0.16 -0.02 0.01 -0.903
N -4.27005 0.19317 -0.96443 0.11 0.10 0.03 0.201
C -3.39244 -0.45979 -0.18465 -0.08 -0.06 0.03 0.184
S -3.10256 -2.10760 -0.07976 0.04 -0.05 0.00 -0.548
N -2.85495 0.53624 0.56321 -0.12 0.06 -0.19 0.602
N -1.89690 0.37378 1.56479 0.21 -0.11 -0.07 -1.183
H -3.80377 3.76496 0.51712 0.00 0.01 0.01 0.345
H -2.07832 3.33338 0.42008 -0.01 0.00 0.03 0.230
H -3.00025 2.92515 1.88270 0.00 0.02 -0.01 0.316
H -4.82065 -0.23128 -1.68532 0.02 0.00 -0.01 0.171
H -1.02346 0.79236 1.19057 -0.12 0.14 0.08 0.387
H -1.75454 -0.63678 1.61323 -0.04 0.05 0.10 0.224
S 2.25462 -1.39272 2.02994 0.04 -0.08 0.04 -0.679
S 2.80359 -3.04171 0.86968 -0.23 0.05 0.16 -0.185
S 4.27669 -2.48946 -0.44398 0.11 0.09 -0.18 -0.160
S 3.39347 -1.89416 -2.23936 0.14 -0.10 -0.05 -0.692
O 1.48484 2.01323 -1.60644 0.27 0.31 -0.26 -0.734
S 0.08140 2.02031 -1.11166 0.14 -0.27 0.45 1.085
O -0.49772 0.71043 -1.55340 -0.38 -0.07 -0.17 -0.742
O 0.19438 1.89121 0.38737 -0.16 0.14 0.03 -0.734
O -0.69563 3.17569 -1.51802 -0.03 0.00 -0.02 -0.726
```
Positions in Å, forces in eV/Å.

Output
Energy relative to the best compared isomer or geometry (same formula, charge and spin) = 0.00 kJ/mol
Calculated total energy = -83212.6445 eV
Total charge = -2
Gap between HOMO and LUMO = 6.3279 eV
Highest occupied orbital energy = -0.056 Ha



# 2
Molecular formula: C23H41CrNO2P2
Method: DFT, the ωB97M-V functional and the def2-TZVPD basis

The geometry in XYZ format:
```
70
Properties=species:S:1:pos:R:3:forces:R:3:mulliken_charge:R:1
Cr 1.09904 0.15870 1.78752 -1.48 0.09 -2.40 0.420
C 3.17712 -0.37314 1.38687 0.49 -0.36 1.07 0.528
C 3.07832 0.59049 2.45063 -0.38 -0.65 0.29 0.547
C 1.89857 -1.32766 3.07621 0.85 0.72 0.23 0.510
C 2.50081 -1.55640 1.79908 0.75 0.15 0.52 1.128
C 2.29081 0.00182 3.51037 0.59 -0.81 -1.05 0.580
C 4.12020 -0.29728 0.22910 -0.04 0.14 -0.51 -1.970
H 4.06195 0.67477 -0.27651 0.10 -0.20 0.05 0.503
H 3.90703 -1.08046 -0.51350 0.07 0.35 0.24 0.441
H 5.16005 -0.44293 0.56524 -0.36 0.08 0.00 0.286
C 2.65707 -2.89324 1.16897 -0.48 -0.43 -0.51 -1.405
H 3.35667 -2.86942 0.32566 -0.21 0.02 0.22 0.402
H 1.70760 -3.29846 0.79678 0.12 -0.15 0.02 0.159
H 3.04263 -3.62096 1.89870 -0.15 0.30 -0.10 0.351
C 1.15766 -2.35700 3.85223 -0.51 -0.36 -0.06 -1.418
H 1.85044 -3.07489 4.32181 -0.20 0.29 -0.10 0.291
H 0.49004 -2.93659 3.18933 0.23 0.11 0.24 0.258
H 0.54665 -1.88959 4.63272 0.14 -0.21 -0.04 0.381
C 1.90695 0.65706 4.77995 -0.44 0.43 0.48 -1.547
H 2.70600 0.63902 5.53338 -0.12 -0.06 -0.22 0.327
H 1.02665 0.16448 5.21522 0.26 0.17 -0.02 0.331
H 1.65085 1.71160 4.60146 0.07 -0.16 0.19 0.325
C 3.73236 1.92399 2.46030 0.12 0.58 -0.15 -1.608
H 4.59610 1.94802 3.14048 -0.23 -0.03 -0.13 0.326
H 3.02782 2.70447 2.78097 0.28 -0.08 -0.01 0.333
H 4.09581 2.18763 1.45446 -0.13 -0.05 0.38 0.356
C -0.05357 -1.73632 -2.69380 -0.18 -0.01 -1.00 -0.382
C 0.87665 -0.81824 -3.01245 0.56 -0.73 0.97 -0.982
C 1.34309 0.20242 -1.99412 -0.45 0.68 -1.06 0.039
C 0.16853 1.05211 -1.45716 2.19 0.48 1.60 0.878
C -0.35615 0.83435 -0.11742 1.80 0.29 1.57 -2.590
C -1.58599 0.03644 0.11122 1.04 0.13 1.48 0.580
C -1.42103 -1.38507 -0.47465 -1.27 -0.09 0.54 -0.317
C -1.37462 -1.53540 -1.98416 -0.34 -0.75 0.36 0.418
H 2.03356 0.88523 -2.50988 -0.04 -0.12 0.32 0.639
H -0.69886 0.91635 -2.24021 1.25 0.22 1.17 -1.387
H 1.89669 -0.25847 -1.15455 -0.32 -0.04 -0.60 -0.615
H -1.96945 -0.73524 -2.44923 0.59 -0.39 0.17 -1.311
H 0.04594 -2.75601 -3.06835 -0.28 0.41 -0.75 0.472
H 1.50004 -0.91290 -3.90796 0.25 -0.70 0.64 0.437
H -1.96469 -2.44098 -2.20790 0.34 0.24 0.13 0.592
H -0.50951 -1.81022 -0.03089 -0.42 0.32 0.00 -0.392
H -1.68335 -0.11288 1.20678 0.07 -0.20 0.04 0.549
H -2.25202 -1.99835 -0.08847 0.47 0.08 -0.07 0.493
H 0.51317 2.10151 -1.49352 -0.17 -0.13 -0.15 0.689
H -0.17585 1.65459 0.63396 -0.37 -0.04 -0.52 1.253
P -2.09760 1.45644 -2.95378 -0.29 -0.89 -1.43 0.969
C -2.33852 0.46117 -4.43870 -0.94 0.39 -0.73 -1.231
C -1.87545 3.14357 -3.51341 -0.95 0.55 -0.17 -1.260
P -2.97927 1.17526 -0.06882 -0.21 -0.96 -1.96 1.157
C -3.48873 1.15163 -1.82537 -1.53 0.82 -0.12 -1.285
C -2.54782 2.88717 0.22328 -0.08 0.55 0.52 -1.386
C -4.31464 0.69809 1.01902 -0.53 0.11 0.17 -1.254
H -2.81461 -0.50468 -4.22942 0.21 0.30 -0.04 0.410
H -1.36791 0.28901 -4.92170 -0.26 0.06 0.18 0.366
H -2.99818 1.03231 -5.10411 0.14 -0.33 -0.26 0.502
H -2.77387 3.43919 -4.07298 0.30 0.35 0.03 0.423
H -1.00823 3.16568 -4.19149 -0.26 -0.09 0.31 0.401
H -1.70757 3.83130 -2.67483 0.01 -0.13 -0.28 0.346
H -5.27326 0.99686 0.57603 0.16 -0.03 0.16 0.442
H -4.18986 1.23307 1.97254 -0.08 -0.29 -0.22 0.458
H -4.33328 -0.38784 1.19333 0.14 0.33 -0.11 0.410
H -3.99237 0.20152 -2.08145 0.33 0.35 0.13 0.470
H -4.21645 1.96500 -1.99472 -0.18 -0.36 0.31 0.710
H -2.79566 3.10260 1.27285 0.25 0.17 -0.26 0.448
H -3.17384 3.52836 -0.41265 0.05 -0.21 0.22 0.443
H -1.49357 3.12481 0.02761 -0.41 -0.21 0.04 0.378
O -0.73450 -4.23527 1.40082 1.36 -0.34 -0.19 -0.573
N -0.77220 -3.97073 0.18721 -1.96 0.63 -0.94 0.242
O 0.10957 -4.31148 -0.62392 0.67 -0.32 1.16 -0.486
```
Positions in Å, forces in eV/Å.

Output
Multiplicity = 4
Energy relative to the best compared isomer or geometry (same formula, charge and spin) = 208.67 kJ/mol
Calculated total energy = -77083.0572 eV
Total charge = +1
<S²> = 4.1709
Gap between HOMO and LUMO (alpha / beta) = 4.3820 / 3.3386 eV
Highest occupied orbital energy (alpha / beta) = -0.299 / -0.298 Ha



# 3
Molecular formula: C2H10O3
Method: DFT, the ωB97M-V functional and the def2-TZVPD basis

The geometry in XYZ format:
```
15
Properties=species:S:1:pos:R:3:forces:R:3:mulliken_charge:R:1
C -1.32710 1.31364 -1.77228 -0.29 -0.16 0.28 -0.357
C -1.90863 1.67539 -0.64060 0.57 0.99 0.72 -0.399
H -0.47140 0.65880 -1.70053 0.26 0.06 -0.29 0.133
H -1.66366 1.61089 -2.75528 -0.16 -0.14 -0.01 0.236
H -1.39108 1.52534 0.30499 -0.13 -0.62 -0.06 0.152
H -2.73118 2.36682 -0.49478 -0.21 -0.16 -0.63 0.244
O 1.48290 -1.86076 0.39107 0.44 -0.12 -0.42 -0.571
H 1.10937 -2.74925 0.39019 -0.28 0.15 0.17 0.306
H 2.20774 -1.92160 -0.24302 0.09 0.15 0.14 0.301
O -1.06834 -1.65843 1.17884 -0.35 0.14 0.06 -0.646
H -0.57427 -1.03863 1.72474 0.07 -0.14 0.06 0.314
H -1.08182 -1.22582 0.31801 -0.06 -0.10 -0.02 0.310
O 2.16185 1.16164 0.35786 0.41 0.59 -0.67 -0.624
H 2.34781 1.17906 1.29806 -0.42 -0.42 0.04 0.325
H 1.42946 0.58319 0.13353 0.05 -0.23 0.63 0.274
```
Positions in Å, forces in eV/Å.

Output
Energy relative to the best compared isomer or geometry (same formula, charge and spin) = 101.03 kJ/mol
Calculated total energy = -8377.5053 eV
SMILES = C=C.O.O.O
Gap between HOMO and LUMO = 10.9706 eV
Highest occupied orbital energy = -0.383 Ha



# 4
Molecular formula: C5H12NO2
Method: DFT, the ωB97M-V functional and the def2-TZVPD basis

The geometry in XYZ format:
```
20
Properties=species:S:1:pos:R:3:forces:R:3:mulliken_charge:R:1
C -2.25356 1.39704 -1.72347 0.01 0.10 0.07 -1.256
C -1.12063 1.07280 -0.75984 -0.37 0.22 0.07 0.013
N -0.29466 2.25863 -0.55450 0.18 -0.02 -0.22 -0.491
C 0.78101 2.02880 0.40956 -0.20 -0.06 -0.28 -0.698
H -2.94530 0.55688 -1.80533 0.03 -0.03 -0.08 0.354
H -1.87474 1.65855 -2.71390 0.02 -0.08 -0.01 0.313
H -2.83116 2.25826 -1.36599 -0.01 -0.03 0.02 0.306
H -0.49368 0.26675 -1.13758 0.09 0.00 0.05 0.194
H -1.53976 0.70475 0.18589 0.05 -0.09 0.01 0.243
H -0.88372 3.02966 -0.26287 0.00 -0.03 0.12 0.226
H 1.45744 2.88659 0.39117 0.05 -0.02 0.13 0.315
H 0.41846 1.84040 1.42771 0.04 0.03 0.04 0.262
H 1.30951 1.12790 0.09402 0.08 0.03 0.08 0.211
O 1.26016 -1.26236 -0.41439 0.02 -0.02 0.04 -0.737
C 0.78926 -1.71460 0.65828 -0.08 0.03 -0.06 0.696
O -0.05427 -1.17966 1.41330 0.04 -0.02 0.02 -0.713
C 1.28851 -3.11303 1.08425 0.11 -0.02 -0.06 -1.013
H 0.55190 -3.86522 0.78828 -0.04 0.04 0.03 0.219
H 2.23011 -3.35042 0.58698 0.00 -0.01 0.04 0.271
H 1.40362 -3.16006 2.16761 -0.01 -0.03 0.01 0.284
```
Positions in Å, forces in eV/Å.

Output
Energy relative to the best compared isomer or geometry (same formula, charge and spin) = 85.28 kJ/mol
Calculated total energy = -10966.1063 eV
Total charge = -1
Gap between HOMO and LUMO = 8.0683 eV
Highest occupied orbital energy = -0.150 Ha



# 5
Molecular formula: C5H11FN2O4S
Method: DFT, the ωB97M-V functional and the def2-TZVPD basis

The geometry in XYZ format:
```
24
Properties=species:S:1:pos:R:3:forces:R:3:mulliken_charge:R:1
O 1.89308 3.52604 -0.28163 -4.87 -2.72 -2.39 -0.628
S 0.78973 2.93073 -1.24030 7.46 5.55 -1.21 1.098
O 1.05284 3.60862 -2.62883 -2.49 -3.31 4.49 -0.581
C 1.12111 1.05896 -1.26340 -2.11 -2.29 -0.13 -0.564
C -0.20890 0.38635 -0.50452 0.09 1.17 0.06 -0.445
C -1.51503 0.95209 -1.32956 0.60 -0.64 -0.91 -0.686
C -1.82383 2.54802 -1.12015 -2.05 -1.29 0.46 0.316
F -2.36109 3.06240 -2.40249 1.65 -0.82 2.93 -0.300
O -0.71727 3.33069 -0.54882 -0.01 -2.30 -2.45 -0.293
H 1.06875 0.64753 -2.37550 0.28 1.40 2.24 0.325
H 2.13262 0.75698 -0.75897 -1.98 1.30 -0.86 0.361
H -0.14328 -0.79975 -0.47130 -0.09 2.72 -0.10 0.261
H -0.25932 0.84163 0.58158 0.19 -1.20 -2.01 0.249
H -1.26310 0.80781 -2.48117 -0.77 0.27 2.33 0.285
H -2.47000 0.30030 -1.06384 1.97 1.68 -0.60 0.324
H -2.72181 2.61609 -0.33659 2.17 0.39 -1.80 0.263
N 0.69983 -4.40672 1.89433 -0.01 -1.37 -0.43 -0.406
C 0.86080 -3.07145 1.86413 0.21 0.24 -0.44 0.674
N 0.50813 -2.44035 2.99858 -0.28 1.08 0.95 -0.378
O 1.29181 -2.48056 0.88660 0.00 0.16 -0.22 -0.642
H 0.34646 -4.91117 2.68979 0.08 0.11 -0.15 0.158
H 0.95346 -4.92017 1.06043 -0.10 0.17 0.35 0.225
H 0.61370 -1.43442 3.01789 -0.03 -0.40 0.05 0.220
H 0.15130 -2.90967 3.81374 0.08 0.09 -0.16 0.164
```
Positions in Å, forces in eV/Å.

Output
Calculated total energy = -30083.0289 eV
SMILES = O=S1(=O)CCC[C@H](F)O1.NC(N)=O
Gap between HOMO and LUMO = 10.3261 eV
Highest occupied orbital energy = -0.373 Ha



# 6
Molecular formula: C11H13BF4GeNO4Pd
Method: DFT, the ωB97M-V functional and the def2-TZVPD basis

The geometry in XYZ format:
```
36
Properties=species:S:1:pos:R:3:forces:R:3:mulliken_charge:R:1
Pd 1.15280 -0.57381 -0.31085 -0.60 0.74 -0.30 0.513
O -0.64273 -0.21055 6.42155 0.00 0.06 -0.20 -0.715
C -1.14224 -1.06378 5.66761 0.13 -0.09 0.28 0.412
O -1.98053 -1.95330 5.89184 -0.06 -0.03 -0.17 -0.726
C -0.60358 -1.03442 4.20722 -0.13 0.08 0.32 0.353
C -0.96914 -1.99978 3.29330 -0.14 -0.28 -0.28 -0.892
C -0.48204 -1.95528 1.99448 0.03 0.13 0.24 -0.340
N 0.33251 -0.97444 1.59988 0.32 -0.23 0.24 -0.410
C 0.68053 -0.00658 2.47701 -0.13 0.10 -0.22 0.563
C 0.24066 -0.01966 3.78097 0.28 0.43 -0.07 -0.386
C 1.51378 1.12352 1.90423 0.36 -0.53 -0.84 0.489
O 1.82396 2.12064 2.49654 -0.12 0.15 0.51 -0.640
O 1.91006 0.94986 0.63322 -0.24 0.04 0.72 -0.738
H -1.64198 -2.78265 3.61815 0.01 0.00 -0.02 0.473
H -0.71916 -2.70620 1.25547 0.00 0.03 0.05 0.666
H 0.53333 0.76279 4.47051 -0.03 -0.05 -0.02 0.578
C -0.76114 2.82565 -0.05111 -0.06 -0.16 -0.05 -1.019
Ge 0.58766 2.55067 -1.44100 -0.02 0.49 -0.03 0.565
C -0.08808 3.15276 -3.19191 0.00 -0.10 0.05 -1.248
C 2.25786 3.48366 -1.07580 0.12 -0.26 0.11 -1.064
C 0.72428 0.59562 -1.65171 0.42 -0.33 -0.17 -0.240
H -0.87897 3.88747 0.16249 0.02 0.03 -0.07 0.373
H -0.47115 2.32833 0.86999 0.03 0.02 0.04 0.253
H -1.72177 2.41915 -0.36697 -0.03 0.04 -0.03 0.357
H -0.31385 4.22003 -3.19665 0.03 -0.02 0.06 0.365
H -0.99374 2.60859 -3.46136 -0.03 0.02 -0.01 0.367
H 0.66433 2.96118 -3.95873 -0.01 0.02 -0.01 0.354
H 2.05331 4.54521 -0.94082 -0.06 0.03 0.00 0.360
H 2.94210 3.37238 -1.91815 0.02 -0.02 0.05 0.355
H 2.71047 3.07656 -0.16803 -0.07 0.14 -0.20 0.341
H 0.17896 0.12151 -2.47820 -0.03 -0.04 0.10 0.531
F 0.70613 -3.73851 0.02963 0.22 -0.26 -0.25 -0.320
B 1.24209 -3.33440 -1.18132 -0.26 0.12 -0.06 0.602
F 1.09871 -4.22953 -2.20245 -0.03 0.08 0.12 -0.314
F 2.52649 -2.83275 -1.04556 0.24 -0.12 0.14 -0.363
F 0.43986 -2.08729 -1.53804 -0.19 -0.24 -0.03 -0.455
```
Positions in Å, forces in eV/Å.

Output
Energy relative to the best compared isomer or geometry (same formula, charge and spin) = 85.57 kJ/mol
Calculated total energy = -92846.7173 eV
Total charge = -1
Gap between HOMO and LUMO (alpha / beta) = 5.7733 / 5.7695 eV
Highest occupied orbital energy (alpha / beta) = -0.204 / -0.204 Ha